No. 1
{"formula": "C21H23Br4MnN4O3", "method": "the ωB97M-V functional and the def2-TZVPD basis", "charge": 1, "multiplicity": 2, "homo_energy_ha": [-0.3818, -0.4073], "de_lowest_ev": 1.736, "s_squared": 0.795, "species": ["O", "H", "H", "C", "N", "C", "C", "H", "C", "N", "C", "H", "C", "H", "C", "Br", "H", "H", "C", "Br", "H", "H", "Br", "O", "Mn", "H", "C", "O", "H", "H", "C", "C", "C", "C", "H", "C", "H", "C", "C", "H", "C", "N", "H", "H", "C", "N", "C", "C", "H", "H", "Br", "H", "H", "C", "H", "H"], "xyz": [[-0.09, 0.06, -2.83], [-3.11, 3.59, 3.22], [-3.61, 1.25, -0.64], [0.90, 2.93, 1.15], [0.18, -1.55, -0.68], [1.15, -0.63, -2.79], [-2.50, 1.99, 1.82], [-3.00, -2.29, -1.71], [-2.40, 3.10, 2.59], [-2.51, -0.55, -0.59], [1.70, 3.91, 1.75], [1.34, -1.11, -3.75], [3.51, 3.41, 0.27], [-2.68, -1.69, 1.19], [-3.32, -1.15, 0.49], [3.62, -4.92, -0.83], [2.85, -1.91, 0.93], [3.59, 4.91, 1.81], [-0.47, 2.73, 1.56], [0.96, -5.89, 0.78], [-1.86, -1.18, -2.49], [-0.70, -3.24, -1.63], [-0.46, -3.54, 2.62], [0.79, 1.18, -0.50], [-0.65, 0.21, 0.05], [-0.73, 4.39, 2.82], [2.75, 2.43, -0.32], [-0.25, -0.85, 1.39], [-4.06, -1.83, 0.07], [-1.33, -2.89, -0.03], [2.99, 4.15, 1.33], [-2.14, -1.63, -1.55], [2.10, -1.13, 0.98], [-3.33, 0.45, -1.32], [-3.86, -0.38, 1.04], [1.17, -1.66, -1.69], [2.35, -0.35, 0.27], [0.62, -3.13, 1.15], [2.10, -2.66, -1.62], [0.09, 0.95, -3.15], [1.44, 2.16, 0.10], [-1.12, 3.55, 2.41], [1.32, 4.50, 2.58], [4.52, 3.59, -0.07], [0.69, -1.68, 0.75], [-1.30, 1.75, 1.18], [2.15, -3.75, -0.71], [1.25, -4.05, 0.39], [-4.23, -0.01, -1.72], [1.97, 0.09, -2.61], [3.48, -2.53, -2.93], [3.15, 1.83, -1.14], [2.11, -0.72, 1.99], [-1.00, -2.43, -0.96], [-3.36, 1.36, 1.71], [-2.75, 0.86, -2.14]]}

***

No. 2
{"formula": "C36H43F3N3O2P2S2Si2Sn", "method": "the ωB97M-V functional and the def2-TZVPD basis", "charge": 1, "homo_energy_ha": -0.3749, "de_lowest_ev": 0.083, "species": ["H", "H", "H", "H", "H", "H", "H", "C", "H", "C", "H", "C", "H", "H", "N", "N", "H", "C", "S", "O", "H", "C", "C", "Si", "C", "C", "C", "H", "C", "C", "H", "C", "C", "C", "H", "H", "H", "H", "H", "C", "H", "C", "P", "H", "H", "C", "C", "H", "Si", "C", "C", "H", "C", "N", "C", "H", "C", "C", "C", "C", "Sn", "C", "C", "H", "C", "H", "C", "H", "H", "H", "C", "H", "H", "C", "C", "H", "F", "H", "P", "H", "H", "C", "C", "H", "O", "S", "F", "F", "H", "C", "H", "H", "H", "H"], "xyz": [[5.61, -1.02, -0.71], [4.60, 0.02, 2.24], [1.33, -7.47, -0.55], [2.06, 6.42, 1.57], [-0.07, -8.55, -0.42], [-5.04, -0.04, 2.72], [4.69, -1.74, 2.34], [0.28, -2.31, 3.36], [-4.02, 1.38, 2.63], [1.25, 4.52, 1.00], [-2.99, 2.82, -3.51], [4.40, 3.37, -3.03], [-1.50, 1.54, 5.84], [5.06, 3.82, -3.76], [1.93, -0.04, 0.32], [-1.63, 0.15, 0.95], [-3.85, 3.35, 1.32], [2.27, 3.58, 3.41], [-1.59, -3.79, -1.07], [0.04, -3.35, 2.74], [3.21, -0.91, 2.81], [0.26, -7.51, -0.37], [4.71, -0.42, -0.85], [-3.30, -0.51, 1.08], [-4.48, 0.60, 2.03], [0.23, 2.26, 0.44], [3.63, 3.19, -0.76], [-0.67, -4.84, 1.44], [-1.58, 2.46, 2.59], [-1.65, 3.56, 5.13], [1.48, 1.67, 2.83], [4.48, 3.75, -1.70], [-0.11, -6.88, 0.98], [-1.71, 4.39, 4.02], [-5.19, 1.06, 1.35], [-5.43, 4.28, -0.31], [3.41, 2.13, -4.47], [-1.41, 0.57, 3.58], [-2.69, -1.93, 3.04], [4.04, -0.90, 2.09], [-1.72, 4.50, 1.88], [1.07, 3.18, 1.35], [1.57, 1.41, -0.05], [0.83, 4.87, 0.06], [1.91, 1.10, -2.82], [-4.55, 3.75, -0.65], [-3.98, -0.81, -0.62], [-4.93, -1.34, -0.55], [3.42, -1.03, 0.34], [3.47, 2.42, -3.43], [-4.32, 3.60, -2.01], [5.21, 4.48, -1.38], [-1.55, 2.19, 4.97], [-0.58, -5.53, 0.70], [1.60, 2.71, 2.56], [-1.79, 5.46, 4.14], [-2.29, 2.41, -1.53], [2.62, 1.85, -2.50], [2.43, 4.91, 3.05], [-3.66, 3.22, 0.27], [-0.16, -1.47, 0.67], [2.94, -2.79, -0.08], [-3.18, 2.93, -2.45], [-2.61, -2.89, 1.55], [0.71, -2.45, 4.84], [3.71, 3.48, 0.28], [-0.91, -5.23, -0.54], [-4.16, 0.12, -1.15], [2.96, 5.58, 3.71], [-3.32, -1.43, -1.24], [-1.68, 3.85, 2.75], [-4.15, -2.48, 2.23], [4.41, -0.50, -1.89], [1.93, 5.38, 1.84], [-2.53, 2.54, -0.16], [-1.40, 1.90, -1.88], [-0.19, -3.17, 5.51], [0.75, -6.84, 1.65], [-1.36, 1.74, 0.95], [2.39, -3.27, 0.73], [4.98, 0.62, -0.66], [2.70, 2.24, -1.16], [-3.14, -2.09, 2.06], [-0.90, -7.45, 1.48], [0.23, -1.14, 2.88], [-0.60, -6.54, -1.64], [0.83, -1.26, 5.44], [1.89, -3.07, 4.91], [2.31, -2.83, -0.98], [-1.51, 1.64, 3.70], [3.83, -3.38, -0.27], [2.66, 3.21, 4.35], [-1.68, 3.99, 6.13], [-5.01, 4.02, -2.73]]}

***

No. 3
{"formula": "C2HF2O4P", "method": "the ωB97M-V functional and the def2-TZVPD basis", "charge": -2, "homo_energy_ha": 0.0424, "de_lowest_ev": 1.615, "species": ["O", "O", "O", "C", "F", "P", "O", "C", "H", "F"], "xyz": [[0.51, 1.60, 1.70], [-0.97, -1.96, 0.52], [-1.36, 0.27, 0.51], [1.28, -0.27, -0.15], [1.50, -0.47, -1.52], [0.43, 1.16, 0.25], [-0.06, 2.00, -0.90], [-1.30, -0.88, 0.17], [2.32, -0.43, 0.45], [-2.34, -1.01, -1.03]]}

***

No. 4
{"formula": "C12H23F3O5S", "method": "the ωB97M-V functional and the def2-TZVPD basis", "homo_energy_ha": -0.3600, "species": ["H", "C", "C", "O", "O", "C", "S", "C", "H", "H", "O", "H", "H", "H", "F", "C", "H", "O", "C", "O", "H", "C", "H", "H", "C", "H", "F", "C", "H", "C", "C", "H", "H", "F", "H", "H", "H", "H", "H", "H", "C", "H", "H", "H"], "xyz": [[1.36, -1.54, 2.83], [-0.59, 0.67, -6.13], [-1.67, -3.21, 2.59], [-0.75, -1.24, 0.29], [-0.98, -0.44, -2.07], [1.72, 1.22, 2.88], [-0.98, -0.01, -0.72], [-2.03, 1.16, -6.10], [2.22, 0.41, 3.41], [-2.17, 2.04, -6.74], [-2.08, 0.75, -0.23], [-0.34, -0.87, 4.80], [0.84, -2.69, 1.64], [0.16, 2.04, -4.64], [2.60, 3.44, 2.53], [-0.55, -2.39, 3.26], [-1.43, -4.27, 2.60], [0.40, 0.71, -0.40], [-1.11, -1.30, 4.17], [-0.44, -0.50, -5.34], [-0.34, 0.37, -7.15], [0.38, 1.76, -5.67], [0.30, 2.65, -6.30], [1.86, 1.99, 0.85], [0.49, -1.87, 2.26], [0.68, 1.16, 3.15], [1.44, 3.08, 4.35], [1.15, 0.00, 0.66], [1.81, -0.67, 0.13], [0.05, -0.71, 1.40], [1.99, 1.06, 1.39], [-2.32, 1.43, -5.08], [-0.66, -0.26, -4.43], [3.46, 2.26, 4.15], [-1.65, -0.52, 3.63], [-2.71, 0.38, -6.43], [-2.59, -3.09, 3.16], [-1.88, -2.89, 1.58], [-0.01, -3.07, 3.91], [1.40, 1.39, -5.71], [2.31, 2.50, 3.47], [3.03, 0.79, 1.27], [-0.55, 0.00, 1.95], [-1.84, -1.76, 4.84]]}

***

No. 5
{"formula": "C2H2Br6", "method": "the ωB97M-V functional and the def2-TZVPD basis", "homo_energy_ha": -0.3831, "de_lowest_ev": 0.027, "species": ["H", "Br", "Br", "Br", "Br", "C", "C", "H", "Br", "Br"], "xyz": [[-0.66, 1.66, 0.65], [1.84, 0.93, -0.98], [-2.54, 0.46, -0.41], [2.44, -1.96, 0.25], [-0.59, -0.46, 1.90], [1.41, -0.99, -1.09], [-1.46, 1.07, 1.06], [0.36, -1.13, -0.88], [1.65, -1.70, -2.89], [-2.45, 2.13, 2.38]]}

***

No. 6
{"formula": "C4H9NO3", "method": "the ωB97M-V functional and the def2-TZVPD basis", "homo_energy_ha": -0.3396, "de_lowest_ev": 6.873, "species": ["H", "H", "H", "C", "C", "N", "H", "O", "H", "C", "O", "C", "H", "H", "O", "H", "H"], "xyz": [[-4.57, 1.20, -1.41], [-0.56, 1.36, 1.02], [-0.65, 0.93, -1.24], [-0.07, 0.40, 0.74], [2.10, -0.34, -0.08], [-0.34, -0.61, 1.83], [0.12, -0.73, -0.94], [-1.90, -0.57, -0.40], [-1.33, -0.91, 1.76], [-0.71, 0.01, -0.66], [3.26, 0.00, -0.72], [1.33, 0.72, 0.36], [-4.37, 0.50, -1.14], [3.74, -0.76, -0.94], [1.85, -1.56, 0.08], [0.35, -1.40, 1.54], [1.75, 1.75, 0.20]]}

***

No. 7
{"formula": "C2H10NO", "method": "the ωB97M-V functional and the def2-TZVPD basis", "multiplicity": 2, "homo_energy_ha": [-0.1235, -0.4022], "de_lowest_ev": 0.583, "s_squared": 0.750, "species": ["H", "H", "C", "H", "O", "H", "H", "H", "H", "H", "N", "C", "H", "H"], "xyz": [[-1.00, -3.09, -0.47], [-0.31, 2.59, 0.01], [-0.75, -2.22, 0.12], [0.26, -2.20, 0.54], [-0.89, -1.02, -0.64], [0.64, 1.11, 1.57], [-0.52, 1.07, -0.69], [-1.40, -2.17, 0.99], [0.71, 2.14, -1.21], [1.98, 1.82, 0.71], [0.19, 1.76, -0.39], [1.13, 1.16, 0.61], [-1.43, -1.13, -1.43], [1.39, 0.17, 0.27]]}

***

No. 8
{"formula": "C21H22F6NO", "method": "the ωB97M-V functional and the def2-TZVPD basis", "charge": 1, "homo_energy_ha": -0.4669, "species": ["C", "C", "H", "H", "C", "C", "C", "H", "F", "C", "H", "H", "H", "C", "F", "C", "F", "C", "C", "H", "H", "H", "C", "C", "N", "H", "C", "C", "H", "C", "O", "F", "C", "C", "H", "H", "H", "H", "H", "C", "H", "C", "H", "H", "C", "H", "H", "F", "F", "C", "H"], "xyz": [[0.04, -2.00, 3.61], [2.78, 0.63, 3.21], [0.08, -0.87, 5.23], [0.89, 0.56, 4.24], [-3.59, -1.67, 2.64], [3.46, -4.41, 4.14], [0.95, -2.50, 5.99], [2.28, -4.12, 6.38], [-5.96, -0.28, 2.77], [2.18, -1.93, 2.29], [-1.01, -1.14, 7.60], [2.98, -5.39, 3.99], [-2.00, -2.88, 5.26], [-2.36, -2.26, 2.88], [6.03, -0.46, 2.64], [1.31, -1.29, 3.17], [5.30, 1.62, 2.78], [-3.63, -0.32, 2.29], [1.67, -3.75, 5.52], [1.89, -2.89, 1.86], [-4.50, -2.25, 2.74], [-2.51, 1.41, 1.66], [-1.20, -1.46, 2.90], [-2.47, 0.39, 2.03], [-0.12, -1.86, 5.04], [0.73, -2.86, 8.11], [-4.94, 0.40, 2.18], [1.60, 0.01, 3.61], [2.97, 1.67, 3.47], [0.14, -2.92, 7.19], [2.52, -3.40, 4.47], [-5.27, 0.61, 0.87], [-1.50, -2.00, 5.69], [5.07, 0.42, 2.18], [-1.94, -2.64, 7.73], [3.94, -4.08, 3.21], [-2.29, -3.32, 3.11], [4.15, -1.97, 1.45], [0.95, -4.55, 5.24], [3.70, -0.11, 2.46], [0.12, -3.07, 3.38], [-1.15, -2.14, 7.17], [-0.32, 0.32, 2.04], [1.67, -1.68, 6.20], [-1.24, -0.21, 2.28], [-0.11, -3.99, 7.05], [-2.10, -1.11, 5.45], [5.30, 0.59, 0.84], [-4.88, 1.63, 2.79], [3.42, -1.39, 2.01], [4.21, -4.49, 4.94]]}

***

So what do the calculations give for F_max? Going down the list: 0.0224 0.0200 0.0741 0.0255 0.0181 0.1311 0.0205 0.0563 Eh/bohr.